[1]
DFT (wB97M-V/def2-TZVPD) results for one molecule with the formula C15H18N4O3 at a distorted geometry.

Structure (XYZ):
```
40
Properties=species:S:1:pos:R:3:lowdin_charge:R:1
N -1.488 -0.459 0.599 0.023
C -0.139 0.098 0.961 -0.325
C -0.149 0.311 2.420 -0.137
C -1.174 1.405 2.875 -0.211
C -2.562 1.515 2.803 -0.056
C -3.140 2.783 3.333 -0.075
C -2.373 4.012 3.730 -0.060
C -0.913 3.831 3.694 -0.093
C -0.505 2.566 3.380 -0.100
C 1.063 -0.984 0.576 -0.331
O 1.589 -1.766 1.414 0.030
N 1.580 -0.711 -0.741 0.017
C 2.200 -1.847 -1.349 -0.346
C 1.170 -2.741 -1.957 -0.087
C 0.328 -2.076 -3.023 -0.233
C 0.272 -2.081 -4.463 -0.011
N -0.659 -1.106 -4.782 0.073
C -1.033 -0.622 -3.679 -0.236
N -0.403 -0.988 -2.558 0.080
C 3.308 -1.269 -2.199 -0.225
O 3.485 -1.632 -3.472 0.003
O 4.143 -0.347 -1.370 0.001
H -1.583 -1.557 0.815 0.145
H -1.596 -0.427 -0.475 0.073
H 0.103 0.963 0.424 0.121
H 0.838 0.485 2.826 0.109
H -0.629 -0.703 2.670 0.142
H -3.175 0.530 2.572 0.132
H -4.299 3.086 3.421 0.117
H -2.966 4.928 3.918 0.086
H -0.323 4.507 4.188 0.062
H 0.636 2.445 3.433 0.122
H 0.533 -0.414 -1.143 0.150
H 2.741 -2.074 -0.398 0.160
H 1.935 -3.638 -2.322 0.181
H 0.711 -3.295 -1.060 0.145
H 1.154 -2.216 -5.283 0.176
H -0.762 -0.693 -5.583 0.091
H -1.621 0.339 -3.732 0.154
H 3.705 -0.158 -0.463 0.131
```

## Properties
* structure (SMILES): N[C@@H](Cc1ccccc1)C(=O)N[C@@H](Cc1c[nH]cn1)C(=O)O
* gap between HOMO and LUMO: 9.13 eV
* LUMO level: 0.4 eV
* energy above the lowest of the compared OMol25 structures with the same formula, charge and spin: 750.4 kJ/mol

***

[2]
DFT (wB97M-V/def2-TZVPD) results for C15H18N6O3ReS5Sb as an isolated structure at a distorted geometry.

Structure (XYZ):
```
49
Properties=species:S:1:pos:R:3:lowdin_charge:R:1
Re -1.120 -0.029 -0.048 0.993
S -4.387 -1.924 2.858 0.262
Sb -2.328 -2.396 2.581 0.305
S -1.101 0.013 2.072 0.378
S -1.988 -1.859 -0.246 0.422
S -0.636 -3.673 2.917 0.277
O 3.332 -5.638 3.183 0.015
C 4.025 -4.462 2.988 -0.250
N 3.290 -3.599 2.086 0.117
C 3.560 -2.244 2.042 -0.431
O 4.345 -1.746 2.812 0.157
C 2.917 -1.430 0.951 -0.054
C 3.763 -0.657 0.150 0.114
C 3.190 0.188 -0.791 0.046
C 1.813 0.274 -0.864 -0.088
N 0.996 -0.435 -0.063 -0.144
C 1.555 -1.288 0.831 -0.088
H 3.873 -6.328 3.583 0.129
H 5.060 -4.615 2.606 0.164
H 4.284 -3.902 3.903 0.148
H 2.628 -4.031 1.458 0.143
H 4.838 -0.716 0.267 0.164
H 3.798 0.792 -1.449 0.146
H 1.336 0.942 -1.569 0.114
H 0.873 -1.850 1.451 0.029
N -1.275 -0.955 -3.789 0.260
C -1.017 0.232 -3.273 -0.508
N -0.966 1.330 -4.012 0.267
O -0.796 0.353 -1.990 -0.272
H -1.434 -1.089 -4.779 0.165
H -1.275 -1.773 -3.206 0.115
H -1.092 1.318 -5.016 0.163
H -0.771 2.216 -3.572 0.147
N -4.671 0.304 -0.285 0.180
C -3.901 1.382 -0.359 -0.587
N -2.542 1.352 -0.227 -0.179
C -2.010 2.669 -0.239 -0.307
C -0.674 3.023 -0.001 -0.050
C -0.338 4.372 -0.033 -0.009
C -1.313 5.346 -0.287 0.014
C -2.651 5.007 -0.495 -0.004
C -2.989 3.662 -0.465 -0.416
S -4.575 2.947 -0.622 1.265
H -4.304 -0.613 -0.138 0.037
H -5.675 0.375 -0.407 0.154
H 0.097 2.314 0.270 0.075
H 0.679 4.677 0.167 0.135
H -1.028 6.390 -0.297 0.143
H -3.397 5.774 -0.654 0.143
```

## Properties
* gap between HOMO and LUMO (spin up / spin down): 2.24 / 2.24 eV
* LUMO level (spin up / spin down): -16.2 / -16.2 eV
* net charge: +4
* energy above the lowest of the compared OMol25 structures with the same formula, charge and spin: 183.3 kJ/mol

***

[3]
DFT (wB97M-V/def2-TZVPD) results for one molecule with the formula C15H18N6O3S at a distorted geometry.

Structure (XYZ):
```
43
Properties=species:S:1:pos:R:3:lowdin_charge:R:1
C 2.636 -6.974 0.404 -0.014
C 2.707 -5.469 0.411 -0.399
O 3.626 -4.868 -0.095 0.096
C 1.584 -4.743 1.072 -0.141
C 0.604 -5.373 1.835 -0.024
C -0.396 -4.626 2.434 -0.055
C -0.444 -3.255 2.272 0.001
C 0.529 -2.623 1.501 -0.176
N 0.452 -1.235 1.355 -0.036
N -0.287 -0.472 2.185 0.050
N -0.186 0.726 1.809 -0.018
N 0.591 0.844 0.744 0.030
C 0.998 -0.376 0.445 -0.583
S 1.979 -0.771 -0.912 1.035
C 1.922 0.856 -1.726 -0.341
C 0.478 1.327 -1.812 -0.596
O -0.448 0.606 -2.125 0.045
N 0.327 2.645 -1.586 0.088
N -0.956 3.186 -1.518 0.114
C -1.116 4.409 -0.952 -0.470
O -0.151 5.074 -0.633 0.073
C -2.560 4.866 -0.861 -0.347
C -2.746 5.719 0.391 -0.062
C -2.880 5.666 -2.127 -0.058
C 1.545 -3.359 0.914 0.034
H 3.458 -7.368 -0.189 0.086
H 2.721 -7.353 1.421 0.089
H 1.690 -7.308 -0.016 0.089
H 0.619 -6.442 1.976 0.108
H -1.149 -5.117 3.032 0.110
H -1.217 -2.660 2.732 0.108
H 2.550 1.551 -1.173 0.084
H 2.325 0.687 -2.725 0.091
H 1.003 3.248 -1.128 0.149
H -1.686 2.499 -1.660 0.151
H -3.215 3.990 -0.813 0.135
H -3.752 6.129 0.425 0.078
H -2.028 6.535 0.386 0.082
H -2.579 5.123 1.285 0.084
H -3.906 6.024 -2.094 0.079
H -2.215 6.523 -2.200 0.088
H -2.754 5.051 -3.015 0.078
H 2.326 -2.891 0.335 0.065
```

## Properties
* structure (SMILES): CC(=O)c1cccc(-n2nnnc2SCC(=O)NNC(=O)C(C)C)c1
* gap between HOMO and LUMO: 8.81 eV
* LUMO level: -0.2 eV
* energy above the lowest of the compared OMol25 structures with the same formula, charge and spin: 28.3 kJ/mol

***

[4]
DFT (wB97M-V/def2-TZVPD) results for a 2-piece molecular cluster, C15H18O overall at a distorted geometry.

Structure (XYZ):
```
34
Properties=species:S:1:pos:R:3:lowdin_charge:R:1
C -0.252 0.365 4.253 -0.142
C 1.281 0.291 4.075 -0.210
C 1.697 0.394 2.541 -0.210
C 0.994 1.238 1.656 -0.032
C 1.503 1.454 0.367 -0.005
C 2.836 0.982 0.180 -0.313
O 3.423 1.259 -1.037 0.004
C 3.619 0.270 1.077 -0.016
C 2.983 -0.027 2.256 -0.073
H -0.685 -0.246 3.473 0.054
H -0.648 1.480 3.944 0.116
H -0.660 0.014 5.221 0.066
H 1.764 1.099 4.566 0.079
H 1.606 -0.683 4.702 0.147
H 0.071 1.540 1.967 0.058
H 1.025 2.140 -0.339 0.108
H 2.815 1.757 -1.638 0.111
H 4.707 0.082 0.812 0.146
H 3.459 -0.497 3.093 0.104
C -2.365 -2.723 -3.834 -0.052
C -2.273 -1.453 -2.975 -0.248
C -3.332 -1.027 -2.137 -0.017
C -2.978 0.285 -1.631 -0.136
C -1.796 0.927 -1.649 -0.101
C -0.722 0.319 -2.422 -0.067
C -1.005 -0.798 -3.127 -0.079
H -2.504 -2.490 -4.827 0.047
H -3.156 -3.300 -3.652 0.019
H -1.338 -3.282 -3.845 0.122
H -4.385 -1.579 -2.183 0.151
H -3.890 0.885 -1.340 0.114
H -1.715 1.857 -1.207 0.069
H 0.316 0.777 -2.594 0.118
H -0.395 -1.309 -3.748 0.067
```

## Properties
* structure (SMILES): CCc1ccc(O)cc1.Cc1ccccc1
* gap between HOMO and LUMO: 9.03 eV
* LUMO level: 0.8 eV
* energy above the lowest of the compared OMol25 structures with the same formula, charge and spin: 299.7 kJ/mol